The following is a quantum chemistry calculation of the ion C5H10NO with charge -1 at a distorted geometry, from the OMol25 dataset.

Geometry as XYZ:
```
17
Properties=species:S:1:pos:R:3:nbo_charge:R:1
C -1.06 -2.13 0.00 -0.70
C -0.70 -0.82 0.20 0.14
C 0.67 -0.31 0.43 -0.42
C 1.60 0.03 -0.78 -0.59
N -1.64 0.18 -0.05 -0.12
C -1.49 1.60 0.19 -0.41
O -2.90 -0.21 -0.46 -0.79
H -2.20 -2.32 -0.14 0.24
H -0.39 -2.80 0.47 0.16
H 0.71 0.53 1.11 0.19
H 1.35 -0.94 0.92 0.19
H 0.95 0.65 -1.30 0.20
H 2.46 0.46 -0.48 0.18
H 1.75 -0.79 -1.31 0.19
H -2.42 1.95 0.07 0.22
H -1.26 1.77 1.23 0.16
H -0.80 2.05 -0.44 0.16
```

The molar mass comes out at 100.14 g/mol. Its net charge is -1. The calculation puts the orbital gap at 5.222 eV. The structure (SMILES) is C=C(CC)N(C)[O-].